Entry 1:
Here is C2H2AgO2 as an isolated structure in a non-equilibrium geometry from the OMol25 dataset. Energies are from ωB97M-V/def2-TZVPD.

Last column: natural (NBO) charge in e.
CARTESIAN COORDINATES (ANGSTROEM)
O  -0.80  0.33  -0.69  -0.869
C  0.01  -0.24  0.34  -0.236
C  0.08  0.27  1.54  0.271
O  0.61  0.04  2.66  -0.741
H  -1.07  1.21  -0.40  0.469
Ag  0.73  -0.79  -1.99  0.377
H  -0.89  1.67  1.67  -0.271

Results
- E_tot: -374.6560 a.u.
- Highest occupied orbital energy (spin up / spin down): -2.03 / -2.02 eV
- Charge: -1
- Frontier orbital gap (spin up / spin down): 4.1401 / 4.1292 eV
- Strongest force on any atom: 4.48 eV Å⁻¹
- LUMO level (spin up / spin down): 0.078 / 0.078 Eh
- Energy above the lowest of the compared OMol25 structures with the same formula, charge and spin: 1.6997 eV

***

Entry 2:
Here is C2H2AgO2 as an isolated structure in a non-equilibrium geometry from the OMol25 dataset. Energies are from ωB97M-V/def2-TZVPD.

Last column: natural (NBO) charge in e.
CARTESIAN COORDINATES (ANGSTROEM)
H  -1.17  -0.68  -0.90  0.164
O  0.74  -1.05  0.01  -0.917
C  -0.50  -0.57  0.03  -0.153
C  -0.60  0.98  -0.03  0.509
O  0.33  1.73  -0.07  -0.621
H  -1.15  -0.83  0.91  0.176
Ag  2.36  0.42  0.04  0.842

Results
- 2S+1: 2
- E_tot: -374.7222 a.u.
- Highest occupied orbital energy (spin up / spin down): -7.74 / -8.86 eV
- Charge: 0
- Frontier orbital gap (spin up / spin down): 6.5755 / 7.4995 eV
- Strongest force on any atom: 1.59 eV Å⁻¹
- Expectation value of S²: 0.7541
- LUMO level (spin up / spin down): -0.043 / -0.050 Eh
- Energy above the lowest of the compared OMol25 structures with the same formula, charge and spin: 0.0000 eV

***

Entry 3:
Here is C2H2As2F12O6Zn as an isolated structure in a non-equilibrium geometry from the OMol25 dataset. Energies are from ωB97M-V/def2-TZVPD.

Last column: natural (NBO) charge in e.
CARTESIAN COORDINATES (ANGSTROEM)
Zn  1.42  -0.13  0.07  1.612
As  -1.18  4.05  -1.29  2.804
F  -0.14  2.84  -0.50  -0.654
F  -0.78  5.25  0.07  -0.641
F  -2.30  5.30  -1.99  -0.636
F  -1.41  2.95  -2.68  -0.631
F  -2.48  3.24  -0.49  -0.610
F  0.16  4.82  -2.18  -0.626
As  -2.75  -2.27  1.50  2.797
F  -3.00  -3.08  -0.17  -0.633
F  -3.80  -3.44  2.33  -0.623
F  -2.45  -1.38  3.04  -0.630
F  -1.53  -1.10  0.77  -0.670
F  -4.00  -1.12  1.16  -0.607
F  -1.35  -3.37  1.73  -0.623
O  2.08  -1.09  -4.50  -0.677
C  2.08  -0.87  -3.19  0.921
O  1.60  -1.67  -2.45  -0.792
O  2.36  0.18  -2.63  -0.756
H  1.81  -2.00  -4.39  0.494
O  3.41  -1.63  4.12  -0.661
C  2.96  -1.19  3.01  0.922
O  3.19  -1.68  1.91  -0.821
O  2.16  -0.26  2.95  -0.750
H  3.95  -2.35  3.80  0.491

Results
- E_tot: -7978.3597 a.u.
- Highest occupied orbital energy: -4.60 eV
- Charge: -2
- Frontier orbital gap: 5.0498 eV
- Strongest force on any atom: 7.74 eV Å⁻¹
- LUMO level: 0.017 Eh
- Energy above the lowest of the compared OMol25 structures with the same formula, charge and spin: 8.2831 eV

***

Entry 4:
Here is C2H2Br2ClF as an isolated structure in a non-equilibrium geometry from the OMol25 dataset. Energies are from ωB97M-V/def2-TZVPD.

Last column: natural (NBO) charge in e.
CARTESIAN COORDINATES (ANGSTROEM)
C  -1.76  0.41  1.22  -0.493
C  1.21  -0.31  -1.09  0.223
F  1.26  0.00  -2.38  -0.328
Cl  1.93  0.82  -0.03  0.037
Br  -1.08  -0.50  -0.09  0.208
Br  1.79  -2.22  -0.81  -0.003
H  -1.21  0.44  2.14  0.180
H  -2.14  1.34  1.04  0.175

Results
- 2S+1: 3
- E_tot: -5785.3054 a.u.
- Highest occupied orbital energy (spin up / spin down): -7.54 / -10.36 eV
- Charge: 0
- Frontier orbital gap (spin up / spin down): 7.9244 / 8.7509 eV
- Strongest force on any atom: 3.44 eV Å⁻¹
- Expectation value of S²: 2.0073
- LUMO level (spin up / spin down): 0.014 / -0.059 Eh
- Energy above the lowest of the compared OMol25 structures with the same formula, charge and spin: 0.0766 eV

***

Entry 5:
Here is C2H2Br2FNO3 as an isolated structure in a non-equilibrium geometry from the OMol25 dataset. Energies are from ωB97M-V/def2-TZVPD.

Last column: natural (NBO) charge in e.
CARTESIAN COORDINATES (ANGSTROEM)
C  0.29  -0.17  -0.37  0.073
C  -1.13  -0.37  0.14  0.136
N  0.93  1.16  -0.01  0.535
O  0.36  2.05  -0.57  -0.342
O  1.91  1.19  0.69  -0.348
O  1.04  -1.31  0.06  -0.676
F  -1.18  -0.35  1.58  -0.361
Br  -1.72  -2.08  -0.32  0.150
Br  -2.29  1.00  -0.53  0.120
H  0.20  -0.14  -1.41  0.221
H  1.58  -0.99  0.74  0.491

Results
- E_tot: -5605.6527 a.u.
- Highest occupied orbital energy: -10.56 eV
- Charge: 0
- Frontier orbital gap: 10.1072 eV
- Strongest force on any atom: 3.29 eV Å⁻¹
- LUMO level: -0.016 Eh
- Energy above the lowest of the compared OMol25 structures with the same formula, charge and spin: 0.0000 eV

***

Entry 6:
Here is C2H2Br2N2O3 as an isolated structure in a non-equilibrium geometry from the OMol25 dataset. Energies are from ωB97M-V/def2-TZVPD.

Last column: natural (NBO) charge in e.
CARTESIAN COORDINATES (ANGSTROEM)
C  -0.72  -1.18  0.59  0.888
C  1.02  0.40  0.40  -0.184
N  -1.57  -0.43  0.19  -0.867
N  0.81  0.45  -0.89  0.306
O  0.05  -1.98  0.93  -0.469
O  1.34  -0.26  -1.73  -0.413
O  -0.21  1.27  -1.31  -0.547
Br  2.57  -0.49  0.95  0.189
Br  0.33  1.76  1.48  0.153
H  -1.06  0.90  -0.97  0.507
H  -2.55  -0.45  0.35  0.438

Results
- E_tot: -5560.5177 a.u.
- Highest occupied orbital energy (spin up / spin down): -9.16 / -9.16 eV
- Charge: 0
- Frontier orbital gap (spin up / spin down): 8.9494 / 8.9506 eV
- Strongest force on any atom: 2.11 eV Å⁻¹
- LUMO level (spin up / spin down): -0.008 / -0.008 Eh
- Energy above the lowest of the compared OMol25 structures with the same formula, charge and spin: 0.0000 eV